Density functional theory data (wB97M-V/def2-TZVPD) for a 8-piece molecular cluster, C30H62N3O18P3 overall.

```
! wB97M-V def2-TZVPD RIJCOSX def2/J DEFGRID3
* xyz 0 1
C -0.867 5.269 2.416
C -0.827 3.759 2.526
O -1.787 3.105 1.687
P -1.603 3.056 0.112
O -0.250 2.793 -0.377
O -2.652 1.912 -0.195
C -2.774 1.389 -1.526
C -4.174 0.873 -1.778
O -2.301 4.400 -0.395
C -3.736 4.491 -0.323
C -4.081 5.966 -0.424
H -0.657 5.630 1.409
H -1.863 5.647 2.663
H -0.138 5.694 3.105
H 0.179 3.410 2.276
H -1.016 3.444 3.550
H -2.596 2.204 -2.235
H -2.054 0.602 -1.723
H -4.290 0.768 -2.856
H -4.296 -0.115 -1.320
H -4.979 1.434 -1.305
H -4.180 3.920 -1.135
H -4.081 4.131 0.648
H -3.592 6.507 0.386
H -3.790 6.374 -1.389
H -5.150 6.139 -0.280
C -1.517 -0.208 2.265
C -2.979 0.112 2.472
O -3.484 -0.518 3.663
P -3.259 0.144 5.087
O -4.106 -0.436 6.125
O -1.698 0.022 5.305
C -1.143 0.678 6.488
C 0.333 0.911 6.249
O -3.443 1.713 4.904
C -4.701 2.253 4.446
C -5.136 3.330 5.406
H -0.860 0.372 2.917
H -1.294 -1.252 2.481
H -1.193 0.056 1.255
H -3.210 1.174 2.483
H -3.531 -0.272 1.611
H -1.703 1.580 6.719
H -1.271 -0.066 7.275
H 0.897 0.786 7.174
H 0.751 0.198 5.538
H 0.542 1.897 5.833
H -4.481 2.711 3.478
H -5.441 1.467 4.303
H -6.144 3.673 5.159
H -5.146 2.981 6.437
H -4.464 4.184 5.321
C 5.407 -8.577 -3.449
C 4.141 -7.755 -3.219
O 4.514 -6.618 -2.436
P 3.446 -5.843 -1.565
O 2.952 -6.526 -0.379
O 4.226 -4.487 -1.364
C 3.673 -3.567 -0.387
C 4.423 -2.270 -0.544
O 2.255 -5.508 -2.581
C 2.548 -4.699 -3.748
C 1.712 -3.458 -3.721
H 6.125 -7.945 -3.971
H 5.762 -8.887 -2.469
H 5.211 -9.436 -4.088
H 3.681 -7.442 -4.158
H 3.428 -8.355 -2.647
H 2.606 -3.440 -0.602
H 3.767 -4.011 0.602
H 4.098 -1.512 0.171
H 5.459 -2.478 -0.257
H 4.399 -1.833 -1.540
H 3.613 -4.462 -3.783
H 2.361 -5.336 -4.615
H 0.645 -3.654 -3.812
H 1.867 -2.928 -2.781
H 2.021 -2.809 -4.544
O 2.108 2.899 3.757
C 2.583 2.097 3.024
O 2.177 0.810 2.921
C 3.026 0.114 2.013
C 4.127 1.100 1.686
O 3.590 2.355 2.155
H 3.366 -0.823 2.452
H 2.455 -0.153 1.125
H 4.410 1.147 0.639
H 5.032 0.983 2.287
O 3.316 -0.023 -3.981
C 3.422 1.016 -3.417
O 3.459 2.230 -3.998
C 3.235 3.231 -2.995
C 3.732 2.507 -1.735
O 3.465 1.139 -2.062
H 3.876 4.081 -3.200
H 2.175 3.461 -2.908
H 3.160 2.789 -0.851
H 4.791 2.674 -1.535
C -4.527 -2.408 -2.925
C -4.519 -1.679 -4.196
N -4.559 -1.109 -5.191
H -4.485 -3.470 -3.158
H -5.451 -2.139 -2.416
H -3.682 -2.126 -2.301
C 0.964 -0.326 -1.135
C -0.125 -1.235 -1.468
N -1.004 -1.906 -1.779
H 0.975 0.566 -1.752
H 1.899 -0.880 -1.223
H 0.784 -0.060 -0.091
C -0.546 -1.020 -5.156
C -0.385 0.326 -4.604
N -0.222 1.367 -4.147
H -1.447 -1.066 -5.765
H -0.574 -1.677 -4.289
H 0.296 -1.253 -5.805
*
```

Summary:
E ... -101315.9594 eV
Gap between HOMO and LUMO ... 10.506 eV
Max |F| ... 0.025 hartree/bohr
Structure (SMILES) ... CCOP(=O)(OCC)OCC.CCOP(=O)(OCC)OCC.CCOP(=O)(OCC)OCC.O=C1OCCO1.O=C1OCCO1.CC#N.CC#N.CC#N
Lowest unoccupied orbital energy ... 0.37 eV